1.
Density functional theory data (ωB97M-V/def2-TZVPD) for a 2-piece molecular cluster, C4H10N2O2 overall in a non-equilibrium geometry.

Last column: Löwdin charge in e.
Cartesian coordinates (Å):
1 C -0.426 -0.972 -0.842  -0.359
2 C -0.939 -0.404 -2.118  -0.006
3 N 0.785 -0.734 -0.361  -0.219
4 N 1.070 -0.912 0.887  0.038
5 C -0.169 0.639 1.962  -0.133
6 C 0.322 1.883 1.810  -0.103
7 O 1.521 0.259 -1.126  0.014
8 O -1.054 -2.052 -0.278  0.069
9 H 1.832 0.915 -0.484  0.094
10 H -1.720 -2.390 -0.881  0.105
11 H 2.041 -0.714 1.099  0.067
12 H -0.946 0.260 1.279  0.059
13 H -0.163 0.188 2.942  0.059
14 H -1.871 0.133 -1.941  0.089
15 H -0.236 0.282 -2.585  0.079
16 H -1.136 -1.201 -2.836  0.086
17 H 0.235 2.425 0.876  0.030
18 H 0.855 2.396 2.599  0.030

The multiplicity is 1. The energy above the lowest of the compared OMol25 structures with the same formula, charge and spin is 163.1 kcal/mol. The energy comes out at -418.20112 Ha. As for the gap between HOMO and LUMO (alpha / beta): 0.28037 / 0.28033 Eh. The charge is 0.

***

2.
Density functional theory data (ωB97M-V/def2-TZVPD) for C4H10N2O2 as an isolated structure in a non-equilibrium geometry.

Last column: Löwdin charge in e.
Cartesian coordinates (Å):
1 C 0.331 -1.642 -0.789  -0.015
2 C -0.237 1.243 -2.159  -0.077
3 C -0.478 -0.969 0.277  -0.544
4 C 0.125 1.644 -0.828  -0.301
5 N -1.633 -0.537 0.087  0.164
6 N 0.409 1.991 0.224  0.165
7 H 1.616 1.682 2.528  -0.012
8 H -2.067 -0.114 0.902  0.068
9 H 0.550 -2.660 -0.476  0.087
10 H -0.233 -1.661 -1.714  0.082
11 H -0.467 2.132 -2.746  0.088
12 H 0.588 0.709 -2.627  0.084
13 H 1.275 -1.123 -0.919  0.086
14 H -1.116 0.603 -2.102  0.071
15 O 0.250 -0.973 1.432  -0.071
16 O -0.495 -0.587 2.572  -0.009
17 H -0.450 -1.366 3.146  0.113
18 H 2.029 1.627 3.192  0.021

The multiplicity is 1. The energy above the lowest of the compared OMol25 structures with the same formula, charge and spin is 129.3 kcal/mol. The energy comes out at -418.25485 Ha. As for the gap between HOMO and LUMO: 0.40934 Eh. The charge is 0.

***

3.
Density functional theory data (ωB97M-V/def2-TZVPD) for a 2-piece molecular cluster, C4H10N2O2 overall in a non-equilibrium geometry.

Last column: Löwdin charge in e.
Cartesian coordinates (Å):
1 O -2.438 -0.314 -0.209  -0.127
2 C -2.008 0.948 -0.041  -0.291
3 C -0.545 0.802 0.433  -0.271
4 C 0.352 1.763 0.080  0.223
5 O 1.493 0.524 -2.284  -0.306
6 N -0.350 -0.425 0.936  0.127
7 C 0.832 -1.130 0.445  -0.255
8 N 1.089 -2.314 1.191  0.022
9 H -2.632 1.518 0.693  0.158
10 H -2.038 1.525 -0.965  0.126
11 H 1.194 1.462 -0.517  0.021
12 H 0.123 2.832 -0.192  0.127
13 H 1.881 0.908 -3.081  -0.075
14 H -1.306 -0.830 0.555  0.104
15 H 1.712 -0.479 0.541  0.125
16 H 0.692 -1.351 -0.637  0.145
17 H 0.617 -3.150 0.889  0.075
18 H 1.332 -2.288 2.161  0.072

The multiplicity is 1. The energy above the lowest of the compared OMol25 structures with the same formula, charge and spin is 226.9 kcal/mol. The energy comes out at -418.09935 Ha. As for the gap between HOMO and LUMO: 0.16347 Eh. The charge is 0.

***

4.
Density functional theory data (ωB97M-V/def2-TZVPD) for one molecule with the formula C4H10N2O2S in a non-equilibrium geometry.

Last column: Löwdin charge in e.
Cartesian coordinates (Å):
1 C 0.338 0.540 -1.072  -0.577
2 C 0.237 -0.923 -0.733  -0.501
3 C -1.814 0.991 0.676  -0.596
4 C 1.451 1.213 -0.302  -0.112
5 N 0.001 -1.123 0.669  -0.018
6 N -0.618 -2.254 0.968  0.017
7 O -0.454 -1.770 -1.608  -0.018
8 O -1.426 1.438 1.899  -0.013
9 S -1.299 1.361 -0.857  0.925
10 H 0.606 0.770 -2.046  0.078
11 H 1.356 -1.109 -0.824  0.158
12 H -2.740 0.361 0.744  0.086
13 H 1.317 1.014 0.805  0.101
14 H 1.665 2.165 -0.624  0.046
15 H 2.340 0.720 -0.707  0.081
16 H -0.776 -2.947 0.231  0.097
17 H -0.211 -2.608 1.840  0.105
18 H -1.015 -1.386 -2.310  0.113
19 H -0.714 1.973 1.953  0.026

The multiplicity is 1. The energy above the lowest of the compared OMol25 structures with the same formula, charge and spin is 89.5 kcal/mol. The energy comes out at -816.42281 Ha. As for the gap between HOMO and LUMO (alpha / beta): 0.29289 / 0.27229 Eh. The charge is 0.

***

5.
Density functional theory data (ωB97M-V/def2-TZVPD) for a 2-piece molecular cluster, C4H10N2O3 overall in a non-equilibrium geometry.

Last column: Löwdin charge in e.
Cartesian coordinates (Å):
1 C 2.247 0.553 0.400  -0.039
2 C 1.448 -1.407 -0.600  -0.621
3 O 1.391 -0.590 0.466  -0.015
4 O 0.561 -2.407 -0.445  0.112
5 O 2.141 -1.323 -1.596  0.104
6 H 0.726 -2.963 -1.233  0.142
7 H 2.541 0.812 1.421  0.095
8 H 1.698 1.396 -0.027  0.086
9 H 3.157 0.367 -0.179  0.096
10 C -1.808 0.969 1.378  -0.037
11 C -1.520 0.750 -0.083  -0.580
12 N -1.851 -0.444 -0.645  0.110
13 N -0.982 1.701 -0.767  0.094
14 H -1.783 -1.244 -0.019  0.090
15 H -1.437 -0.643 -1.545  0.092
16 H -0.870 1.409 -1.740  0.037
17 H -1.542 0.077 1.953  0.074
18 H -1.240 1.822 1.759  0.079
19 H -2.876 1.166 1.502  0.080

The multiplicity is 1. The energy above the lowest of the compared OMol25 structures with the same formula, charge and spin is 12.5 kcal/mol. The energy comes out at -493.66520 Ha. As for the gap between HOMO and LUMO: 0.35689 Eh. The charge is 0. Its SMILES is [H]/N=C(/C)N.COC(=O)O.

***

6.
Density functional theory data (ωB97M-V/def2-TZVPD) for C4H10N2O3 as an isolated structure.

Last column: Löwdin charge in e.
Cartesian coordinates (Å):
1 C 1.586 1.829 0.596  0.029
2 N 1.305 0.551 0.742  0.072
3 C 1.202 -0.462 -0.303  -0.682
4 O 1.872 0.029 -1.430  0.042
5 O 1.215 -1.667 -0.024  -0.021
6 H 2.190 -0.762 -1.883  0.116
7 H 0.733 0.267 1.533  0.158
8 H 1.294 2.518 1.376  0.089
9 H 2.268 2.116 -0.191  0.092
10 H -0.009 1.950 -0.481  0.070
11 C -1.909 -1.626 0.528  -0.097
12 N -1.464 -0.234 0.446  -0.059
13 C -0.644 0.118 -0.647  -0.312
14 O -0.696 1.425 -0.984  0.005
15 H -2.211 0.440 0.560  0.120
16 H -0.681 -0.537 -1.521  0.153
17 H -2.554 -1.914 -0.314  0.081
18 H -2.462 -1.768 1.457  0.077
19 H -1.036 -2.274 0.540  0.068

The multiplicity is 1. The energy above the lowest of the compared OMol25 structures with the same formula, charge and spin is 86.3 kcal/mol. The energy comes out at -493.54767 Ha. As for the gap between HOMO and LUMO (alpha / beta): 0.25947 / 0.25943 Eh. The charge is 0.